# 1
C3H3BrCl2S | the ωB97M-V functional and the def2-TZVPD basis

Geometry as ORCA input:
```
! wB97M-V def2-TZVPD RIJCOSX def2/J DEFGRID3
* xyz 0 1
C 2.388 1.275 -0.041
C 3.400 -0.068 -0.664
C 0.187 0.223 -0.793
S 0.776 1.821 -0.450
Cl 3.347 2.784 0.299
Cl 4.787 -0.138 0.239
Br 2.603 -1.729 -0.820
H -0.878 0.247 -0.654
H 0.595 -0.476 -0.045
H 0.247 0.084 -1.843
*
```

Computed properties:
HOMO energy (spin up / spin down): -8.519 / -8.069 eV
frontier orbital gap (spin up / spin down): 7.81 / 7.16 eV
LUMO energy (spin up / spin down): -0.7 / -0.9 eV

# 2
C3H3BrN3O2S | the ωB97M-V functional and the def2-TZVPD basis

Geometry as ORCA input:
```
! wB97M-V def2-TZVPD RIJCOSX def2/J DEFGRID3
* xyz -1 1
C 1.584 1.633 0.138
C 0.962 0.431 -0.029
C -1.556 -0.074 -0.029
N 0.651 2.646 0.359
N -0.560 2.114 0.256
N -0.390 0.779 0.057
O -0.341 -2.718 0.787
O 0.633 -3.136 -1.440
S 0.893 -2.794 0.007
Br 3.440 1.999 0.062
H -1.471 -0.812 0.864
H -2.394 0.659 -0.072
H -1.450 -0.728 -0.962
*
```

Computed properties:
HOMO energy (spin up / spin down): -4.389 / -4.389 eV
frontier orbital gap (spin up / spin down): 6.71 / 6.71 eV
LUMO energy (spin up / spin down): 2.3 / 2.3 eV

# 3
C3H3BrO | the ωB97M-V functional and the def2-TZVPD basis

Geometry as ORCA input:
```
! wB97M-V def2-TZVPD RIJCOSX def2/J DEFGRID3
* xyz 0 1
C -0.967 -1.240 -0.022
C -0.590 0.136 0.098
C 0.859 0.473 -0.022
O -1.308 -2.413 0.067
Br -2.016 1.279 0.017
H 1.553 -0.136 0.513
H 1.128 1.386 0.300
H 1.341 0.515 -0.950
*
```

Computed properties:
HOMO energy: -8.499 eV
frontier orbital gap: 8.70 eV
LUMO energy: 0.2 eV

So what do the calculations give for electronic energy? Going down the list: -4008.54005 -3403.03213 -2765.28542 hartree.
So what do the calculations give for energy relative to the best compared isomer or geometry (same formula, charge and spin)? Going down the list: 68.08 24.00 29.54 kcal/mol.